The following is a quantum chemistry calculation of 2 unconnected molecules or ions with the total composition C4H13N2O2 in a non-equilibrium geometry, from the Open Molecules 2025 dataset.

Geometry as ORCA input:
```
! wB97M-V def2-TZVPD RIJCOSX def2/J DEFGRID3
* xyz 1 1
O -0.97 -3.13 1.05
C 0.06 -3.21 0.45
C 0.29 -1.94 -0.47
C 0.66 -0.83 0.51
C 0.67 0.55 0.01
N -0.73 1.12 -0.28
N -1.03 -1.59 -1.03
H 0.99 -3.77 0.66
H 1.04 -1.96 -1.29
H 1.57 -1.04 1.14
H -0.18 -0.91 1.41
H 1.34 0.66 -0.88
H 1.17 1.18 0.74
H -1.25 1.35 0.59
H -1.18 0.34 -0.73
H -0.48 2.05 -0.94
H -1.81 -2.19 -0.72
H -0.97 -1.70 -2.05
H -0.01 5.69 0.61
H 0.82 4.57 0.90
O 0.02 4.77 0.32
*
```

Properties
Gap between HOMO and LUMO, eV: 10.22
E_HOMO, eV: -13.392
LUMO, eV: -3.1766
DFT total energy, hartree: -419.90387
Maximum force, hartree/bohr: 0.0897

Taken from the natural (NBO) analysis, the atomic charges in e are:
1 O -0.49
2 C 0.44
3 C -0.17
4 C -0.45
5 C -0.24
6 N -0.73
7 N -0.90
8 H 0.16
9 H 0.21
10 H 0.26
11 H 0.23
12 H 0.23
13 H 0.24
14 H 0.45
15 H 0.47
16 H 0.48
17 H 0.42
18 H 0.39
19 H 0.48
20 H 0.46
21 O -0.95